1.
The following is a DFT calculation (ωB97M-V/def2-TZVPD) of 3 unconnected molecules or ions with the total composition C12H29FNO10P2 at a distorted geometry.

Structure (XYZ):
```
55
Properties=species:S:1:pos:R:3
O 2.78 -2.81 -0.19
C 2.39 -2.18 0.72
C 3.35 -1.62 1.81
C 3.57 -0.11 1.52
O 4.93 0.12 1.22
C 5.25 1.51 1.08
C 4.05 2.48 1.18
N 3.13 2.20 2.34
C 3.22 0.76 2.75
F 2.09 0.36 3.39
H 1.28 -1.99 0.80
H 4.28 -2.21 1.74
H 2.90 -1.81 2.80
H 2.89 0.13 0.67
H 6.05 1.83 1.79
H 5.67 1.65 0.07
H 4.34 3.54 1.16
H 3.44 2.35 0.27
H 2.15 2.37 2.07
H 3.35 2.78 3.15
H 4.07 0.68 3.46
C -3.10 3.41 -1.09
O -3.33 2.45 -0.05
P -2.22 2.41 1.20
O -1.00 2.05 0.37
O -2.94 1.11 1.85
C -3.17 -0.04 1.03
O -1.44 2.74 2.65
C -0.44 1.83 3.04
H -4.04 3.59 -1.60
H -2.74 4.35 -0.69
H -2.38 3.01 -1.81
H -2.42 -0.13 0.25
H -4.17 0.01 0.60
H -3.11 -0.92 1.68
H 0.44 1.96 2.41
H -0.79 0.80 2.98
H -0.17 2.05 4.07
C -4.04 -0.27 -2.80
O -2.70 -0.77 -2.87
P -2.51 -2.30 -3.55
O -3.33 -3.06 -2.55
O -0.92 -2.29 -3.18
C -0.54 -2.03 -1.83
O -2.27 -3.50 -4.68
C -1.93 -4.79 -4.19
H -3.99 0.82 -2.71
H -4.60 -0.52 -3.69
H -4.54 -0.68 -1.92
H -1.30 -2.36 -1.12
H -0.34 -0.97 -1.71
H 0.39 -2.58 -1.64
H -2.80 -5.28 -3.75
H -1.11 -4.75 -3.47
H -1.61 -5.39 -5.05
```

DFT total energy in eV: -56164.539
Spin multiplicity: 1
Charge: +1
Kohn-Sham gap in eV: 7.28

***

2.
The following is a DFT calculation (ωB97M-V/def2-TZVPD) of C3H7NOS in the gas phase at a distorted geometry.

Structure (XYZ):
```
13
Properties=species:S:1:pos:R:3
C -0.79 -0.47 0.06
C -0.63 1.08 -0.03
C 0.42 -0.95 0.75
N 0.54 1.54 -0.63
O 1.96 -1.16 -1.37
S 1.96 -0.37 -0.17
H -1.61 -0.59 0.74
H -0.99 -1.04 -0.85
H -1.63 1.55 -0.48
H -0.67 1.27 1.00
H 0.37 -0.57 1.84
H 0.66 -1.95 0.81
H 0.41 1.66 -1.65
```

Energy above the lowest of the compared OMol25 structures with the same formula, charge and spin in kcal/mol: 91.2
DFT total energy in eV: -17593.973
Spin multiplicity: 1
Charge: 0
Kohn-Sham gap (spin up / spin down) in eV: 7.76 / 8.35

***

3.
The following is a DFT calculation (ωB97M-V/def2-TZVPD) of 2 unconnected molecules or ions with the total composition C6H6N2O2 at a distorted geometry.

Structure (XYZ):
```
16
Properties=species:S:1:pos:R:3
C 1.38 0.55 -0.36
C 1.69 0.70 1.09
C 0.66 0.53 1.96
C -0.92 0.32 0.14
C -0.68 -1.89 -1.60
C -1.64 -1.24 -1.92
H -0.11 0.68 -1.73
H 2.64 0.92 1.47
H 0.77 0.56 3.07
H -1.33 0.01 2.20
H 0.35 -2.22 -1.32
H -2.52 -0.75 -2.19
N 0.12 0.56 -0.75
N -0.60 0.28 1.47
O 2.24 0.74 -1.20
O -2.05 0.25 -0.31
```

Energy above the lowest of the compared OMol25 structures with the same formula, charge and spin in kcal/mol: 62.6
DFT total energy in eV: -13391.912
SMILES: O=c1cc[nH]c(=O)[nH]1.C#C
Spin multiplicity: 1
Charge: 0
Kohn-Sham gap in eV: 9.72

***

4.
The following is a DFT calculation (ωB97M-V/def2-TZVPD) of a molecular structure, C6H10N2O at a distorted geometry.

Structure (XYZ):
```
19
Properties=species:S:1:pos:R:3
C 2.01 -0.66 1.50
C 0.40 1.15 1.55
C -0.72 0.97 -0.12
C -1.65 0.55 -1.36
C -0.55 -0.49 -1.60
C -0.05 -0.23 -0.06
H 1.50 -1.44 2.07
H 3.07 -0.93 1.10
H 2.31 0.38 2.14
H 0.93 1.31 2.44
H 0.11 1.60 -0.46
H -1.60 1.39 -2.37
H -2.93 0.20 -1.34
H 0.11 -0.08 -2.32
H -1.65 -2.07 -1.58
H -0.70 -1.18 0.38
N 0.96 0.10 0.76
N -0.90 1.21 1.32
O -0.67 -1.75 -2.06
```

Energy above the lowest of the compared OMol25 structures with the same formula, charge and spin in kcal/mol: 198.4
DFT total energy in eV: -11403.485
Spin multiplicity: 1
Charge: 0
Kohn-Sham gap in eV: 9.29

***

5.
The following is a DFT calculation (ωB97M-V/def2-TZVPD) of a molecular structure, C29H58ClIO4PSTa at a distorted geometry.

Structure (XYZ):
```
96
Properties=species:S:1:pos:R:3
C 1.90 5.50 2.07
C 1.80 4.33 1.27
Ta 3.17 3.80 -0.53
I 4.59 6.27 0.06
C 2.06 1.76 -0.76
C 2.55 0.84 -1.97
C 3.93 0.09 -1.74
C 3.91 -1.08 -0.65
C 2.58 -1.96 -0.60
C 2.77 -3.02 0.63
C 2.52 -4.54 0.19
C 1.41 -5.12 1.23
C -0.02 -4.62 0.71
C -0.84 -5.76 -0.08
C -1.77 -4.99 -1.17
C -2.53 -3.77 -0.42
C -3.88 -3.32 -1.14
C -4.58 -2.10 -0.34
C -5.23 -1.06 -1.40
C -5.81 0.26 -0.70
C -7.43 0.16 -0.75
C -8.05 1.31 0.18
C -9.66 1.34 0.20
C -10.10 1.48 1.75
C 4.68 2.64 0.88
C 4.41 2.90 2.44
C 3.33 1.95 3.10
C 3.82 0.44 3.33
S 2.27 -0.57 3.69
O 1.39 -0.61 2.46
O 2.58 -1.92 4.25
Cl 1.22 0.45 5.21
C 1.60 4.90 -1.88
O 2.08 5.87 -2.59
O 0.28 4.54 -1.93
P 4.64 3.53 -2.54
C 3.93 3.61 -4.24
C 6.38 2.94 -2.34
H 1.81 6.57 1.66
H 2.02 5.35 3.21
H 0.95 3.59 1.50
H 2.21 1.18 0.23
H 0.95 2.03 -0.81
H 2.58 1.48 -2.91
H 1.71 0.07 -2.16
H 4.67 0.87 -1.36
H 4.33 -0.29 -2.75
H 4.16 -0.71 0.40
H 4.77 -1.80 -0.93
H 2.35 -2.52 -1.56
H 1.67 -1.33 -0.29
H 2.14 -2.69 1.51
H 3.88 -2.95 0.96
H 3.45 -5.19 0.30
H 2.13 -4.63 -0.89
H 1.50 -6.25 1.36
H 1.57 -4.65 2.26
H -0.61 -4.13 1.56
H 0.19 -3.78 -0.05
H -0.13 -6.48 -0.60
H -1.46 -6.33 0.70
H -2.49 -5.75 -1.62
H -1.04 -4.58 -1.96
H -1.81 -2.89 -0.49
H -2.73 -4.03 0.67
H -3.63 -2.90 -2.17
H -4.62 -4.18 -1.28
H -3.81 -1.56 0.32
H -5.41 -2.48 0.37
H -4.41 -0.84 -2.15
H -6.10 -1.62 -1.89
H -5.49 1.19 -1.28
H -5.47 0.38 0.38
H -7.71 -0.87 -0.38
H -7.83 0.26 -1.81
H -7.63 2.33 -0.12
H -7.69 1.11 1.25
H -9.99 2.28 -0.37
H -10.13 0.42 -0.28
H -11.23 1.58 1.88
H -9.67 0.61 2.32
H -9.62 2.44 2.13
H 5.74 2.92 0.55
H 4.59 1.50 0.73
H 4.23 4.02 2.63
H 5.41 2.68 2.97
H 2.32 1.93 2.57
H 3.11 2.38 4.15
H 4.29 0.01 2.40
H 4.48 0.35 4.25
H 3.89 4.70 -4.61
H 4.50 3.04 -5.07
H 2.84 3.24 -4.32
H 6.54 2.20 -1.49
H 6.73 2.42 -3.32
H 7.10 3.83 -2.19
```

Energy above the lowest of the compared OMol25 structures with the same formula, charge and spin in kcal/mol: 167.3
DFT total energy in eV: -81492.649
Spin multiplicity: 1
Charge: -2
Kohn-Sham gap in eV: 3.59